{"formula": "C5H16N", "method": "ωB97M-V with the def2-TZVPD basis set", "elements": ["C", "N", "H", "H", "H", "H", "H", "H", "C", "C", "C", "C", "H", "H", "H", "H", "H", "H", "H", "H", "H", "H"], "xyz": [[-1.8508, -1.2399, 2.0053], [-0.4572, -0.9102, 1.5853], [-1.8804, -1.4621, 3.0677], [-2.5156, -0.3887, 1.8713], [-2.1784, -2.1051, 1.4392], [0.0531, -1.7635, 1.3553], [0.0761, -0.4100, 2.2977], [-0.4578, -0.3576, 0.7189], [1.0042, -1.2802, -1.0180], [0.3093, 0.0445, -1.3725], [1.1153, 1.2572, -0.8971], [0.2313, 2.5049, -0.8527], [1.8128, -1.4447, -1.7323], [0.3423, -2.1524, -1.0886], [1.4755, -1.3285, -0.0341], [-0.6947, 0.0424, -0.9089], [0.0796, 0.1893, -2.4268], [1.9606, 1.3772, -1.5819], [1.5680, 1.0440, 0.0826], [-0.1908, 2.6978, -1.8398], [0.7992, 3.3634, -0.5036], [-0.6017, 2.3220, -0.1670]], "forces_ev_per_angstrom": [[-0.46, 0.05, 0.54], [-0.09, -0.06, 0.02], [0.25, -0.22, 0.00], [0.20, -0.01, -0.35], [-0.12, 0.10, -0.07], [0.08, 0.02, 0.11], [-0.09, 0.07, -0.02], [0.09, 0.08, 0.04], [0.06, -0.36, -1.13], [0.05, -0.10, 1.08], [-0.23, -0.13, -0.14], [0.35, -0.43, 0.09], [0.04, -0.16, 0.13], [0.00, 0.14, -0.19], [0.09, 0.44, 0.02], [-0.06, 0.28, -0.06], [0.14, -0.49, -0.12], [-0.06, 0.14, 0.10], [-0.12, 0.14, -0.03], [0.05, 0.16, 0.06], [-0.14, 0.16, -0.08], [-0.02, 0.20, 0.00]], "mulliken_charge": [-0.82, -0.13, 0.38, 0.35, 0.32, 0.40, 0.38, -0.08, -1.29, -0.80, -0.19, -1.18, 0.39, 0.38, 0.34, 0.51, 0.43, 0.37, 0.30, 0.32, 0.35, 0.30], "molar_mass_g_mol": 90.19, "relative_energy_kj_mol": 23.9, "lumo_ha": -0.13140, "charge": 1, "e_homo_ha": -0.553, "orbital_gap_ev": 11.47}